# C19H56F2NO21PPtS2

A molecular structure, C19H56F2NO21PPtS2 at a distorted geometry (ωB97M-V with the def2-TZVPD basis set, the OMol25 dataset).

**E**: -104737.815 eV
**2S+1**: 3
**Gap between HOMO and LUMO (spin up / spin down)**: 4.186 / 4.548 eV
**LUMO energy (spin up / spin down)**: 3.48 / 3.48 eV
**HOMO level (spin up / spin down)**: -0.71 / -1.07 eV
**Strongest force on any atom**: 7.66 eV/Å
**Total charge**: -2

Geometry as XYZ:
```
103
Properties=species:S:1:pos:R:3:forces:R:3
Pt -3.178064 -0.845997 1.491129 -0.904 0.752 -0.505
N -1.125059 -0.575390 1.412039 2.942 -1.684 -3.109
S -0.120217 0.125656 2.350360 1.004 3.347 6.820
O 0.170744 1.533480 2.139840 0.030 -1.599 -0.951
O 0.969050 -0.698948 2.868280 -0.642 0.336 -1.172
F -1.053041 0.225990 3.645141 0.243 -0.317 -1.005
S -0.032387 -0.878113 0.127737 -2.754 0.437 -4.161
O -0.435673 -2.006451 -0.704997 1.151 0.918 2.037
O 1.343095 -0.443180 0.148178 -0.384 -1.005 0.847
F -0.622261 0.324712 -0.789583 -0.030 0.053 0.006
P -4.625472 -1.513267 3.655505 -0.315 -0.342 1.458
O -3.138303 -1.865990 3.243485 1.730 0.217 0.865
O -5.082640 -2.777632 4.273794 -1.563 -1.225 0.113
O -5.113801 -1.217396 2.139232 -0.228 0.674 0.049
O -4.778018 -0.329052 4.625920 0.384 0.220 -1.390
C -1.461310 -6.267999 -3.350481 -0.219 -1.457 -1.372
C -1.018097 -6.393796 -1.942528 0.554 0.610 1.359
C -1.156118 -4.942717 -1.444387 1.158 -1.264 0.141
O -2.327110 -4.479782 -2.043556 -0.158 -0.141 -0.036
C -2.448859 -5.139605 -3.343921 -0.822 1.821 1.173
H -1.896714 -7.229195 -3.638667 -0.207 0.193 -0.366
H -0.651222 -6.085344 -4.058377 0.119 0.153 0.186
H -0.014491 -6.793612 -1.793029 0.029 0.039 -0.150
H -1.702577 -7.013252 -1.359194 -0.069 -0.024 -0.092
H -0.283986 -4.354688 -1.747784 -0.019 0.127 0.072
H -1.181374 -5.010963 -0.355694 -0.413 0.642 0.004
H -2.237058 -4.350443 -4.068975 -0.046 -0.299 -0.349
H -3.516761 -5.360843 -3.345282 0.133 -0.486 -0.586
C -0.599582 5.529595 -3.255439 2.349 -0.400 0.271
C -1.253694 4.150623 -3.018552 -0.659 2.044 -0.661
C -0.467337 3.597767 -1.850418 -0.727 -0.539 -1.613
O -0.012009 4.690850 -1.111168 0.157 0.017 0.863
C 0.115379 5.846952 -1.895658 -1.019 0.624 -0.972
H -1.168333 6.387470 -3.605321 -0.432 -0.334 -0.007
H 0.219496 5.356388 -3.960880 -0.133 0.255 -0.308
H -1.159466 3.556125 -3.924515 -0.282 -0.199 0.141
H -2.297237 4.398122 -2.811957 -0.141 -0.764 0.234
H 0.345232 3.037511 -2.326923 0.289 -0.226 0.600
H -1.141858 2.935095 -1.308648 0.583 -0.005 0.655
H 1.157679 6.160609 -1.990337 0.117 -0.333 -0.213
H -0.388935 6.714406 -1.459960 -0.112 -0.300 0.597
C 3.414529 4.125834 -2.042739 -0.497 -0.431 -0.796
C 3.363524 3.090669 -0.909424 -0.317 0.432 -0.050
C 3.315017 1.724850 -1.636512 0.187 1.618 0.071
O 3.804696 2.017974 -2.955204 0.016 -0.714 -0.672
C 4.244747 3.343757 -3.046142 0.556 0.723 0.412
H 3.791456 5.138491 -1.897341 0.312 -0.201 0.646
H 2.411559 4.281195 -2.449721 -0.088 -0.211 0.005
H 2.459251 3.236763 -0.318399 0.274 -0.035 0.394
H 4.287072 3.141918 -0.331987 -0.206 0.119 0.331
H 2.287086 1.376318 -1.714401 0.153 -0.394 0.042
H 3.980306 1.045107 -1.105901 -0.233 -0.407 -0.243
H 4.221278 3.730699 -4.066176 -0.417 -0.339 -0.139
H 5.295742 3.445015 -2.739153 0.186 -0.236 0.047
C 4.102735 -1.917745 1.435885 1.189 0.369 -0.141
C 3.280525 -2.794728 2.326364 -0.817 -0.247 1.098
C 3.910658 -4.153768 2.281337 -0.072 -0.029 -0.182
O 4.397657 -4.215985 0.945232 0.291 -1.318 -0.004
C 4.927530 -2.947184 0.619092 -0.679 0.804 -0.211
H 4.707939 -1.211144 2.003933 0.146 -0.015 -0.206
H 3.480810 -1.363265 0.738594 -0.048 0.175 0.257
H 2.299935 -2.794417 1.849632 -0.262 -0.492 0.616
H 3.212200 -2.587601 3.397571 -0.320 0.961 -0.255
H 3.173504 -4.899873 2.590225 -0.071 -0.382 -1.027
H 4.706277 -4.341904 3.013980 0.400 0.596 -0.098
H 4.720386 -2.766994 -0.437157 0.241 -0.270 -0.105
H 6.007090 -2.858737 0.773808 0.053 -0.265 0.249
O -1.891335 2.831902 4.789207 -0.049 0.101 -0.024
H -0.975347 3.046192 4.998043 0.101 -0.158 -0.206
H -2.398139 3.585266 5.104168 -0.071 -0.067 0.051
O 2.221328 1.522491 4.886408 0.189 0.128 0.116
H 2.786369 1.523619 4.103582 -0.125 -0.136 -0.069
H 2.057830 0.582109 5.060383 -0.044 0.259 0.214
O -0.033533 4.680061 1.567878 0.012 0.421 0.699
H 0.790840 4.263198 1.310363 -0.065 -0.174 -0.018
H -0.641571 4.454496 0.863076 0.057 -0.061 -0.135
O -2.719453 -0.146642 6.360019 0.174 0.214 0.293
H -3.467411 -0.166816 5.703967 -0.184 -0.260 -0.080
H -2.098457 0.486478 5.990660 -0.056 0.021 -0.106
O -2.718145 -2.875150 0.607590 -0.520 -1.060 -0.465
H -3.131653 -3.087122 -0.238741 0.018 0.090 -0.048
H -1.916020 -3.404159 0.633620 0.113 0.267 0.198
O 1.544246 -1.118907 5.650897 0.015 -0.380 -0.241
H 1.097606 -1.188373 4.789743 0.013 0.014 0.047
H 1.015690 -1.665042 6.239476 -0.144 0.163 0.056
O -3.156090 1.436099 2.119831 0.137 0.868 -0.094
H -3.946432 1.963309 1.971103 -0.217 -0.299 0.087
H -2.783210 1.773362 2.950015 0.029 -0.301 0.236
O 3.487327 1.083425 2.241138 0.192 0.154 -0.169
H 2.716180 0.580759 1.938572 -0.104 -0.034 0.155
H 3.332796 1.976915 1.919044 -0.132 -0.016 -0.025
C -3.317860 1.137470 -3.347589 1.043 0.667 -1.492
C -3.244789 -0.337565 -3.780081 -1.547 0.610 -0.322
C -1.859724 -0.912755 -3.792908 0.643 -0.305 0.746
O -4.159738 -1.142569 -3.039198 0.306 -0.263 0.324
H -2.628946 1.424937 -2.554668 -0.504 -0.265 0.510
H -4.305456 1.599316 -3.313724 -0.272 -0.639 0.847
H -2.952361 1.723067 -4.205809 0.467 -0.178 -0.110
H -3.700322 -0.348072 -4.780371 0.635 0.020 -0.400
H -1.318227 -0.683810 -2.872219 -0.048 0.453 -0.073
H -1.293578 -0.547147 -4.649625 0.039 0.025 0.035
H -1.817701 -2.003087 -3.758606 -0.502 -0.042 -0.475
H -5.009832 -0.890198 -3.405046 -0.275 -0.185 0.425
```
Positions in Å, forces in eV/Å.

# C19H56F3O13S

11 unconnected molecules or ions with the total composition C19H56F3O13S at a distorted geometry (ωB97M-V with the def2-TZVPD basis set, the OMol25 dataset).

**ΔE to the lowest compared entry with this formula, charge and spin**: 0.00 kJ/mol
**E**: -66217.590 eV
**2S+1**: 1
**Gap between HOMO and LUMO**: 9.146 eV
**LUMO energy**: 2.06 eV
**HOMO level**: -7.08 eV
**Strongest force on any atom**: 4.12 eV/Å
**Total charge**: -1

Geometry as XYZ:
```
92
Properties=species:S:1:pos:R:3:forces:R:3
C 0.808887 0.589500 -0.539264 0.306 -1.404 2.446
F 0.816645 1.896659 -0.791166 0.495 -0.831 -0.906
F -0.409920 0.093400 -0.823016 0.825 0.220 -0.410
F 1.769262 -0.167871 -1.195011 -1.472 1.768 0.455
S 1.040668 0.461590 1.398212 1.574 -0.241 2.041
O 2.273892 1.185357 1.747521 -0.055 -0.146 -1.636
O -0.102577 1.143175 1.932577 -0.906 -0.014 -0.967
O 1.169093 -0.918718 1.874710 -0.604 0.294 -1.630
O 3.631708 1.012993 4.345066 0.359 0.169 0.549
H 3.058076 1.323290 3.644420 -0.465 -0.103 -0.283
H 4.042261 0.225474 3.988028 0.073 -0.173 -0.183
O 2.943390 3.605626 2.777272 0.212 0.862 0.108
H 2.604522 2.945460 2.172630 -0.319 -0.415 -0.212
H 3.713872 3.196890 3.171638 0.206 -0.115 0.227
O -0.115386 -1.277522 4.634640 -0.479 -0.089 0.457
H -0.018748 -1.056349 3.708370 0.215 0.153 -0.411
H 0.729166 -1.654932 4.880638 0.278 -0.029 -0.088
O 5.387146 1.021838 1.215911 0.360 -0.201 -0.081
H 5.827165 1.870088 1.160234 0.109 0.182 0.016
H 4.455612 1.237244 1.261513 -0.631 -0.054 0.078
C -3.404680 1.148707 -2.050039 0.297 0.687 0.724
C -4.241373 2.432304 -2.203965 0.922 -0.767 -2.131
C -3.699713 3.246517 -3.429100 -0.728 0.043 1.267
O -5.550348 2.014151 -2.561912 -1.048 0.595 1.032
H -2.378864 1.472848 -1.874714 0.216 -0.420 0.088
H -3.438772 0.486662 -2.915274 -0.040 0.414 -0.446
H -3.742504 0.503645 -1.238942 0.002 0.346 0.313
H -4.203762 3.069722 -1.320572 -0.643 -0.372 0.196
H -3.539743 2.443993 -4.149142 0.450 0.725 -0.632
H -2.879361 3.932860 -3.219190 0.752 -0.792 0.006
H -4.447510 3.981917 -3.725909 -0.491 -0.466 -0.329
H -5.560646 1.651873 -3.450867 0.320 0.026 -0.046
C 0.539646 -5.406907 1.849014 0.288 0.033 -1.916
C 0.490451 -4.210321 2.744485 0.776 -0.610 2.255
C 0.424694 -4.738599 4.166280 -1.521 0.607 0.960
O 1.703352 -3.484578 2.731848 0.381 -0.121 -0.572
H 0.583983 -5.002880 0.837628 0.386 -0.239 -0.409
H -0.288148 -6.113516 1.789321 -0.349 0.282 0.694
H 1.442222 -5.983682 2.050944 0.087 0.101 -0.043
H -0.363658 -3.555966 2.570060 -0.067 0.022 -0.146
H 1.180962 -5.440496 4.517692 0.086 -0.201 -0.714
H -0.580154 -5.152799 4.248853 0.011 -0.590 0.349
H 0.427737 -3.942012 4.910283 0.066 0.290 -0.198
H 1.659068 -2.751300 2.113831 -0.098 0.330 -0.128
C -3.647694 2.466209 1.955434 -0.428 0.783 -0.369
C -3.178826 2.049712 3.288914 0.513 -1.476 1.307
C -3.198277 0.456068 3.426030 -0.094 1.487 0.240
O -1.858071 2.531780 3.480348 -0.578 -0.633 -0.241
H -4.702403 2.198445 1.892235 0.005 -0.056 -0.753
H -2.978465 2.029132 1.214352 -0.415 -0.436 -0.299
H -3.506435 3.539761 1.830389 -0.310 0.169 0.107
H -3.722715 2.483274 4.128145 -0.585 -0.104 -0.175
H -4.191382 0.042637 3.250207 -0.261 0.154 0.498
H -2.804086 0.279560 4.426811 -0.222 -0.524 -0.059
H -2.589970 -0.084018 2.700517 0.472 0.481 -0.111
H -1.482849 1.954596 2.811277 1.793 0.338 0.028
C 0.995571 7.133492 -1.882267 -1.322 -0.878 -0.048
C -0.235328 6.192491 -2.079838 0.463 -0.221 2.304
C -0.102299 4.968075 -1.123683 0.750 0.092 -0.824
O -1.403837 6.929427 -1.630242 0.559 0.123 -0.709
H 0.979881 7.464580 -0.843885 -0.230 0.411 -0.115
H 0.869699 7.941355 -2.603100 0.502 0.199 0.264
H 1.938940 6.593177 -1.961148 -0.078 0.007 -0.555
H -0.354095 5.898927 -3.122817 0.054 -0.070 -0.069
H 0.024018 5.263878 -0.082225 -0.473 0.303 -0.039
H 0.820516 4.422127 -1.319783 0.084 -0.091 -0.349
H -0.905729 4.238778 -1.227270 -0.214 0.164 0.079
H -2.171304 6.410460 -1.881763 -0.124 -0.031 0.075
C 3.904295 -2.496975 -2.723832 0.083 1.304 -0.325
C 4.352798 -3.165502 -1.448474 0.549 -0.258 -0.951
C 3.204980 -3.758017 -0.743850 -1.189 -1.125 2.126
O 5.376579 -4.111521 -1.760453 0.706 -0.130 0.421
H 4.618275 -1.790612 -3.147381 0.472 -0.153 0.178
H 3.036024 -1.864039 -2.540503 -0.314 -0.313 -0.076
H 3.715847 -3.215334 -3.521664 -0.348 -0.212 0.165
H 4.825154 -2.490120 -0.735148 0.130 0.258 -0.310
H 3.506979 -4.371172 0.105226 0.579 -0.152 0.018
H 2.510376 -4.420929 -1.259778 0.122 0.307 -0.648
H 2.635008 -3.006026 -0.198200 -0.297 0.365 -0.475
H 5.098927 -4.764266 -2.407323 -0.412 0.126 -0.034
C -2.257134 -2.659871 -3.117271 0.160 -1.490 -0.388
C -1.094897 -3.671760 -3.472268 1.542 3.673 1.052
C 0.128801 -3.519126 -2.533052 -1.023 -0.192 1.006
O -1.524895 -4.981933 -3.500076 -0.424 -0.786 -0.617
H -2.078487 -1.584616 -3.113160 0.742 -0.193 0.024
H -2.662617 -2.948013 -2.147391 -0.062 0.057 0.065
H -3.031282 -2.822894 -3.867081 -0.222 -0.056 0.050
H -0.650039 -3.356181 -4.415994 -0.499 -0.156 -0.657
H 0.855788 -4.317995 -2.679314 0.045 0.192 -0.332
H -0.215315 -3.626300 -1.504373 -0.099 -0.250 0.250
H 0.592366 -2.532824 -2.512295 0.068 -0.009 -0.586
H -1.200006 -5.263235 -4.358512 -0.300 -0.756 0.116
```
Positions in Å, forces in eV/Å.